A structure of composition C30H50Cl10MgO19S in a non-equilibrium geometry, computed with ωB97M-V/def2-TZVPD.

Positions of all 111 atoms, in Å:
Mg -20.952 -25.130 2.741
S -21.599 -21.399 1.714
O -21.301 -22.576 0.903
O -20.530 -20.452 1.550
O -22.921 -20.832 1.486
O -21.486 -22.044 3.029
C -23.144 -15.610 -5.012
C -23.476 -17.098 -4.930
C -24.316 -17.539 -3.657
O -25.554 -17.902 -4.245
C -25.622 -17.642 -5.518
O -26.646 -17.668 -6.162
O -24.415 -17.304 -6.030
H -24.058 -15.016 -5.013
H -22.612 -15.379 -5.934
H -22.502 -15.267 -4.201
H -22.574 -17.708 -4.983
H -24.453 -16.810 -2.858
H -23.900 -18.458 -3.243
C -20.498 -34.053 -0.512
C -19.727 -32.772 -0.829
C -20.066 -32.131 -2.232
O -20.625 -30.846 -1.837
C -20.378 -30.604 -0.530
O -20.663 -29.564 0.064
O -20.064 -31.751 0.119
H -21.569 -33.864 -0.437
H -20.183 -34.542 0.410
H -20.321 -34.796 -1.290
H -18.668 -33.016 -0.740
H -20.773 -32.777 -2.752
H -19.168 -32.031 -2.840
C -29.015 -24.293 -2.297
C -28.636 -25.556 -1.476
C -27.726 -26.595 -2.061
O -26.490 -26.653 -1.337
C -26.660 -25.785 -0.268
O -25.829 -25.692 0.649
O -27.879 -25.234 -0.363
H -29.442 -24.590 -3.254
H -28.162 -23.665 -2.553
H -29.764 -23.723 -1.748
H -29.576 -26.050 -1.229
H -27.496 -26.217 -3.057
H -28.290 -27.527 -2.104
C -11.369 -25.345 3.468
C -12.399 -24.313 3.016
C -12.570 -24.145 1.539
O -13.933 -24.267 1.279
C -14.525 -24.594 2.404
O -15.778 -24.687 2.555
O -13.650 -24.936 3.332
H -11.384 -26.175 2.761
H -11.506 -25.727 4.480
H -10.337 -25.000 3.531
H -12.317 -23.360 3.539
H -11.998 -24.910 1.014
H -12.150 -23.213 1.162
C -19.960 -24.661 -4.770
C -21.452 -24.795 -4.724
C -22.076 -23.462 -4.523
O -22.991 -23.245 -5.622
C -22.761 -24.196 -6.523
O -23.341 -24.162 -7.638
O -21.756 -25.037 -6.122
H -19.526 -24.422 -3.799
H -19.640 -23.931 -5.513
H -19.548 -25.632 -5.047
H -21.834 -25.598 -4.093
H -21.333 -22.668 -4.455
H -22.607 -23.468 -3.571
Cl -14.678 -20.288 -3.238
C -15.681 -19.242 -2.142
C -17.127 -19.130 -2.632
Cl -17.166 -18.887 -4.409
H -15.133 -18.311 -1.992
H -15.695 -19.797 -1.203
H -17.650 -18.332 -2.105
H -17.652 -20.058 -2.400
Cl -22.500 -13.813 1.048
C -22.276 -15.235 2.104
C -23.294 -15.475 3.236
Cl -22.989 -14.386 4.681
H -21.303 -15.142 2.586
H -22.266 -16.145 1.504
H -23.236 -16.518 3.545
H -24.319 -15.319 2.898
Cl -29.793 -19.978 3.730
C -29.161 -20.496 2.121
C -28.774 -19.360 1.202
Cl -30.229 -18.364 0.686
H -29.943 -21.130 1.704
H -28.290 -21.126 2.302
H -28.344 -19.816 0.310
H -28.068 -18.659 1.648
Cl -18.333 -17.904 7.342
C -18.206 -18.582 5.703
C -16.968 -18.209 5.027
Cl -16.922 -16.496 4.686
H -19.012 -18.145 5.114
H -18.334 -19.663 5.749
H -16.883 -18.570 4.002
H -16.122 -18.492 5.653
Cl -27.119 -23.760 7.262
C -25.515 -23.081 6.971
C -25.253 -21.715 7.600
Cl -24.775 -21.865 9.305
H -25.451 -22.784 5.924
H -24.764 -23.829 7.225
H -26.129 -21.068 7.561
H -24.535 -21.128 7.028

highest occupied orbital energy	-8.767	eV
Kohn-Sham gap	0.1368	Eh
LUMO	-5.0452	eV

A structure of composition C30H50Cl3GeKN7O8P2Te in a non-equilibrium geometry, computed with ωB97M-V/def2-TZVPD.

Positions of all 103 atoms, in Å:
K 11.500 12.622 16.313
O 14.877 12.046 16.903
C 15.322 13.408 17.008
C 15.294 14.151 15.682
N 13.891 14.503 15.233
C 13.511 15.813 15.727
C 12.023 15.994 15.631
O 11.583 16.933 14.896
O 11.349 15.179 16.314
C 13.843 14.507 13.822
C 13.570 13.078 13.251
O 13.746 12.884 12.051
O 13.035 12.214 14.069
H 14.693 11.713 16.025
H 16.365 13.378 17.396
H 14.646 13.931 17.765
H 15.704 13.489 14.931
H 15.908 15.064 15.812
H 14.025 16.560 15.128
H 13.804 15.935 16.783
H 14.726 14.988 13.311
H 13.006 15.135 13.507
C 12.794 9.983 19.368
N 11.347 9.705 19.577
C 10.788 10.743 20.482
P 10.437 9.413 18.243
O 9.951 10.638 17.559
O 11.412 8.538 17.319
P 12.336 8.817 16.005
O 13.143 10.007 16.241
N 13.405 7.580 15.948
C 14.666 7.781 16.750
C 13.107 6.255 15.522
N 11.271 8.739 14.730
C 11.313 9.754 13.692
C 9.860 8.261 14.977
N 9.181 8.446 18.631
C 7.830 8.745 18.178
C 9.454 7.193 19.346
H 13.293 10.228 20.314
H 12.971 10.816 18.640
H 13.315 9.129 18.895
H 11.376 10.763 21.409
H 9.742 10.510 20.788
H 10.733 11.758 20.091
H 15.074 8.778 16.656
H 15.392 7.129 16.322
H 14.457 7.530 17.753
H 12.188 6.216 14.983
H 13.058 5.626 16.424
H 13.928 5.842 14.876
H 12.301 9.976 13.498
H 10.860 10.698 13.983
H 10.845 9.369 12.766
H 9.787 7.388 15.614
H 9.398 8.125 13.985
H 9.295 9.102 15.428
H 7.883 9.135 17.186
H 7.290 9.479 18.775
H 7.269 7.790 18.074
H 10.488 7.151 19.723
H 9.302 6.404 18.624
H 8.795 7.053 20.221
N 9.727 15.283 14.361
C 9.207 14.265 15.089
N 8.773 13.290 14.393
C 8.959 13.697 13.058
C 8.661 13.098 11.850
C 8.865 13.798 10.684
C 9.420 15.065 10.714
C 9.829 15.648 11.868
C 9.553 14.955 13.057
H 10.231 16.143 14.714
H 9.222 14.254 16.146
H 8.348 12.076 11.800
H 8.761 13.356 9.695
H 9.583 15.540 9.755
H 10.332 16.570 11.885
C 18.708 11.514 7.290
C 18.392 11.187 8.731
C 19.350 11.189 9.711
C 19.081 10.922 11.047
C 20.201 10.885 12.134
C 17.742 10.714 11.412
Te 17.351 10.288 13.439
C 16.727 10.677 10.397
C 15.277 10.335 10.708
C 17.089 10.934 9.102
H 18.356 12.485 6.958
H 18.342 10.773 6.549
H 19.821 11.532 7.213
H 20.341 11.406 9.395
H 21.134 11.109 11.650
H 20.238 9.916 12.660
H 19.906 11.624 12.892
H 14.768 11.245 11.105
H 15.274 9.604 11.527
H 14.795 9.939 9.849
H 16.276 10.875 8.373
Cl 5.121 9.851 16.859
Ge 6.216 9.563 14.907
Cl 6.457 7.243 15.099
Cl 4.374 9.469 13.553

highest occupied orbital energy (spin up / spin down)	-3.201 / -3.201	eV
Kohn-Sham gap (spin up / spin down)	0.2339 / 0.1794	Eh
LUMO (spin up / spin down)	3.1647 / 1.6815	eV
spin multiplicity	2
net charge	-2

A structure of composition C30H50Fe2O28Rb in a non-equilibrium geometry, computed with ωB97M-V/def2-TZVPD.

Positions of all 111 atoms, in Å:
Fe -11.302 -24.052 20.888
Fe -16.158 -25.042 27.374
Rb -13.643 -26.803 23.456
C -14.509 -23.885 23.804
C -15.174 -23.900 25.142
C -14.681 -22.991 26.322
O -15.360 -23.129 27.333
C -13.422 -22.225 26.128
C -12.794 -22.337 24.934
C -13.368 -23.129 23.723
O -12.709 -23.366 22.625
O -11.633 -21.704 24.978
O -16.141 -24.740 25.354
H -14.837 -24.590 23.054
H -13.060 -21.662 26.976
C -18.712 -21.278 28.145
O -19.622 -22.369 28.346
C -19.253 -23.587 27.869
O -18.117 -23.862 27.428
O -20.395 -24.331 28.003
C -20.437 -25.735 27.792
H -18.392 -21.194 27.106
H -17.735 -21.438 28.601
H -19.005 -20.311 28.552
H -21.444 -26.064 27.535
H -20.371 -26.133 28.805
H -19.731 -26.195 27.102
C -14.178 -26.031 30.698
O -15.089 -25.282 31.419
C -16.089 -24.736 30.741
O -16.134 -24.657 29.510
O -16.900 -24.215 31.589
C -18.146 -23.701 31.152
H -13.487 -26.589 31.329
H -13.597 -25.336 30.092
H -14.734 -26.739 30.083
H -18.619 -23.298 32.048
H -18.687 -24.511 30.664
H -18.094 -22.860 30.460
C -15.088 -20.171 28.692
O -15.691 -19.701 29.903
C -16.101 -18.422 29.944
O -16.404 -17.737 28.954
O -15.974 -17.972 31.144
C -16.363 -16.647 31.612
H -14.068 -19.839 28.497
H -15.759 -19.766 27.935
H -15.125 -21.257 28.601
H -15.963 -16.423 32.601
H -17.441 -16.485 31.613
H -15.917 -15.863 31.000
C -13.842 -20.391 21.611
O -13.182 -20.072 20.355
C -12.271 -20.914 19.729
O -12.019 -22.085 20.052
O -11.551 -20.117 18.928
C -10.357 -20.548 18.206
H -14.290 -19.471 21.986
H -13.060 -20.603 22.340
H -14.572 -21.199 21.577
H -10.558 -21.326 17.470
H -9.654 -20.881 18.970
H -9.867 -19.694 17.737
C -10.255 -20.829 28.337
O -9.091 -21.374 28.862
C -8.706 -22.638 28.579
O -9.372 -23.305 27.805
O -7.511 -22.883 29.038
C -7.036 -24.210 28.910
H -11.122 -21.038 28.963
H -10.366 -21.197 27.317
H -10.036 -19.762 28.318
H -7.772 -24.948 28.592
H -6.831 -24.544 29.927
H -6.102 -24.293 28.353
C -15.763 -17.164 25.338
O -16.311 -18.441 25.609
C -16.697 -19.371 24.597
O -16.913 -19.071 23.464
O -16.896 -20.522 25.225
C -17.458 -21.694 24.591
H -14.681 -17.218 25.213
H -15.990 -16.345 26.021
H -16.067 -16.797 24.357
H -18.406 -21.547 24.073
H -17.829 -22.359 25.371
H -16.636 -22.155 24.043
C -11.977 -18.759 25.944
O -11.897 -17.345 25.794
C -10.907 -16.655 26.377
O -10.086 -17.138 27.145
O -11.057 -15.391 26.112
C -10.315 -14.344 26.708
H -12.323 -19.012 26.946
H -11.058 -19.342 25.877
H -12.753 -19.204 25.321
H -10.661 -13.359 26.396
H -9.238 -14.422 26.560
H -10.529 -14.316 27.777
C -17.082 -28.170 24.104
O -17.636 -28.415 22.832
C -17.173 -27.714 21.773
O -16.237 -26.898 21.923
O -17.740 -28.057 20.588
C -17.171 -27.454 19.407
H -17.250 -27.141 24.424
H -16.000 -28.271 24.019
H -17.575 -28.849 24.800
H -17.686 -27.906 18.560
H -16.114 -27.659 19.235
H -17.344 -26.377 19.409

highest occupied orbital energy (spin up / spin down)	-14.809 / -14.809	eV
Kohn-Sham gap (spin up / spin down)	0.1096 / 0.1014	Eh
LUMO (spin up / spin down)	-11.8259 / -12.0503	eV
spin multiplicity	9
net charge	+3

A cluster of 3 separate species, C30H51BF16NO3PS2 in total in a non-equilibrium geometry, computed with ωB97M-V/def2-TZVPD.

Positions of all 105 atoms, in Å:
C 3.064 -3.154 1.955
C 4.179 -3.162 0.885
C 4.034 -4.317 -0.088
C 2.721 -4.188 -0.825
C 2.453 -5.297 -1.833
C 1.464 -4.852 -2.898
C 0.071 -4.545 -2.312
C -0.610 -3.311 -2.900
N -0.837 -2.199 -1.958
C 0.397 -1.469 -1.654
C 0.193 -0.111 -1.048
C -0.568 0.842 -1.990
C 0.157 2.182 -2.139
C -0.084 3.141 -0.986
C 0.706 2.831 0.284
C 2.225 2.788 0.116
C 2.868 1.589 0.827
C -1.585 -2.602 -0.887
S -1.045 -2.869 0.637
S -3.283 -2.925 -1.259
C -3.761 -4.279 -0.157
C -4.520 -3.988 1.147
C -5.437 -2.734 1.200
B -4.774 -1.674 2.139
P -3.859 -0.059 1.638
O -2.654 0.101 2.504
H 3.473 -2.949 2.927
H 2.310 -2.413 1.745
H 2.574 -4.116 1.924
H 4.130 -2.216 0.369
H 5.111 -3.206 1.425
H 4.089 -5.239 0.469
H 4.837 -4.230 -0.801
H 2.717 -3.254 -1.371
H 1.899 -4.166 -0.127
H 1.998 -6.163 -1.372
H 3.379 -5.644 -2.270
H 1.327 -5.694 -3.560
H 1.857 -4.049 -3.506
H 0.164 -4.505 -1.241
H -0.562 -5.386 -2.536
H -0.085 -2.912 -3.749
H -1.580 -3.595 -3.272
H 0.864 -1.262 -2.608
H 1.101 -2.045 -1.075
H 1.139 0.337 -0.819
H -0.339 -0.161 -0.117
H -0.715 0.399 -2.964
H -1.552 1.072 -1.611
H -0.172 2.660 -3.043
H 1.214 1.986 -2.251
H 0.113 4.171 -1.245
H -1.132 3.107 -0.729
H 0.484 3.554 1.053
H 0.342 1.897 0.668
H 2.550 2.783 -0.912
H 2.638 3.684 0.548
H 3.261 0.908 0.087
H 3.714 1.885 1.419
H 2.159 1.034 1.419
H -2.829 -4.743 0.125
H -4.272 -5.004 -0.760
H -5.174 -4.832 1.287
H -3.859 -3.993 1.994
H -5.749 -2.376 0.233
H -6.337 -3.045 1.713
H -4.866 -1.861 3.309
H -4.731 1.029 1.905
H -3.546 -0.056 0.267
F 3.567 1.723 4.354
C 2.447 2.343 4.783
F 2.247 3.416 3.980
C 2.571 2.813 6.231
F 3.506 3.783 6.336
F 1.375 3.382 6.551
C 2.835 1.739 7.294
O 4.173 1.526 7.689
C 4.981 0.718 6.938
F 4.263 0.008 6.049
F 5.553 -0.165 7.783
C 6.107 1.506 6.268
F 5.617 2.525 5.535
F 6.794 0.684 5.442
H 1.594 1.669 4.663
H 2.352 2.105 8.197
H 2.336 0.801 7.052
H 6.785 1.909 7.022
F -2.542 5.572 -5.070
C -2.337 5.191 -3.790
F -1.044 4.813 -3.679
C -3.247 4.024 -3.397
F -2.932 2.910 -4.091
F -3.001 3.750 -2.082
C -4.758 4.273 -3.498
O -5.414 3.847 -4.673
C -5.399 4.642 -5.786
F -4.972 5.884 -5.488
F -6.675 4.753 -6.210
C -4.592 4.014 -6.922
F -3.341 3.712 -6.518
F -4.505 4.894 -7.945
H -2.503 6.043 -3.124
H -5.202 3.660 -2.717
H -5.016 5.302 -3.247
H -5.079 3.101 -7.271

highest occupied orbital energy	-8.480	eV
Kohn-Sham gap	0.2944	Eh
LUMO	-0.4698	eV
structure (SMILES)	CCCCCCCCN(CCCCCCCC)C(=S)SCCCB[PH2]=O.FC(F)C(F)(F)COC(F)(F)C(F)F.FC(F)C(F)(F)COC(F)(F)C(F)F

Number 1: E_tot -212321.4677 eV. Number 2: E_tot -195023.1185 eV. Number 3: E_tot -158647.6477 eV. Number 4: E_tot -114683.5450 eV.